1.
92
Properties=species:S:1:pos:R:3:forces:R:3:lowdin_charge:R:1 method="wB97M-V/def2-TZVPD" s2=0.757 spin_multiplicity=2 homo_ev="-7.58 / -7.85" charge=0 lumo_ev="0.12 / -1.41" homo_lumo_gap_ha="0.28305 / 0.23659" de_lowest_ev=0.883 energy_ha=-6393.92599 molar_mass_g_mol=1082.04
Cd -1.324198 0.490706 0.550081 -0.077 -0.136 0.060 1.352
N 2.108437 -2.006962 -1.353555 0.143 0.123 0.015 -0.390
P 1.058695 -1.165269 -2.401030 0.407 0.047 -0.161 0.983
C 0.957841 -2.367926 -3.777544 -0.083 -0.038 -0.016 -0.361
C -0.179008 -3.171832 -3.850842 0.013 0.027 -0.041 -0.112
C -0.294900 -4.150068 -4.828124 -0.002 -0.011 -0.018 -0.077
C 0.725854 -4.326909 -5.750869 -0.020 -0.001 0.016 -0.079
C 1.857894 -3.524653 -5.694538 0.014 0.014 0.018 -0.074
C 1.973359 -2.549984 -4.714787 0.024 -0.038 -0.002 -0.084
C 2.149862 0.087581 -3.158566 -0.074 0.123 0.013 -0.399
C 1.665780 0.792934 -4.263121 0.010 0.044 0.013 -0.118
C 2.421429 1.800668 -4.841847 -0.025 -0.039 0.024 -0.080
C 3.669102 2.119717 -4.318315 -0.010 0.013 0.016 -0.082
C 4.152329 1.429246 -3.218088 -0.002 0.037 -0.002 -0.075
C 3.395435 0.418918 -2.637950 -0.043 0.009 0.030 -0.094
P 2.023895 -1.916896 0.362941 -0.023 -0.002 -0.083 0.864
C 3.722977 -2.473267 0.696300 -0.012 -0.016 0.003 -0.370
C 4.707601 -1.533852 0.994878 -0.002 0.013 -0.009 -0.109
C 6.027457 -1.932337 1.136385 -0.002 0.005 0.002 -0.072
C 6.369189 -3.270464 0.991108 -0.004 -0.006 -0.004 -0.078
C 5.391432 -4.210860 0.701290 -0.002 0.007 -0.001 -0.075
C 4.069984 -3.814026 0.549709 0.002 0.007 0.019 -0.079
C 0.949160 -3.325300 0.785649 -0.007 0.010 0.049 -0.369
C 0.592144 -3.590971 2.109839 -0.033 -0.023 0.004 -0.124
C -0.289107 -4.618074 2.407187 0.007 -0.017 0.013 -0.064
C -0.819034 -5.402697 1.391767 0.007 0.000 0.005 -0.071
C -0.450025 -5.164388 0.076932 -0.020 0.004 -0.002 -0.076
C 0.426540 -4.131686 -0.225731 0.025 -0.014 -0.018 -0.116
H 2.985326 -2.349025 -1.733781 -0.010 -0.044 0.006 0.074
H -0.987053 -3.027852 -3.141386 -0.011 -0.037 -0.005 0.077
H -1.183828 -4.765728 -4.874516 -0.001 0.000 -0.002 0.106
H 0.636467 -5.084319 -6.518719 0.001 0.000 0.002 0.105
H 2.652399 -3.656334 -6.417706 -0.003 -0.003 -0.001 0.106
H 2.856544 -1.922407 -4.683873 -0.009 0.003 -0.006 0.107
H 0.695339 0.542340 -4.682570 0.015 0.006 0.011 0.107
H 2.038225 2.337214 -5.700380 0.002 -0.002 0.005 0.105
H 4.257350 2.911519 -4.763295 0.001 -0.007 -0.004 0.104
H 5.117697 1.683503 -2.799899 0.004 -0.008 -0.005 0.106
H 3.775463 -0.102692 -1.768102 0.002 0.012 0.016 0.085
H 4.436407 -0.493871 1.135263 -0.006 -0.008 -0.006 0.093
H 6.787962 -1.199359 1.371739 -0.001 -0.002 -0.001 0.107
H 7.398893 -3.581034 1.111760 -0.002 0.000 0.001 0.105
H 5.654713 -5.255419 0.597954 0.000 0.001 -0.001 0.106
H 3.305858 -4.550233 0.330018 -0.002 -0.004 0.000 0.106
H 0.992144 -2.997256 2.920005 -0.013 -0.024 0.000 0.059
H -0.565760 -4.801086 3.437051 -0.007 0.006 -0.007 0.113
H -1.512695 -6.199095 1.627553 -0.002 0.007 -0.001 0.107
H -0.847138 -5.779592 -0.720571 0.004 -0.001 -0.005 0.106
H 0.714732 -3.956916 -1.253811 -0.027 -0.009 0.004 0.077
S 1.796313 -0.632442 2.469181 0.139 0.088 0.022 0.664
C 1.737301 0.967025 1.800065 -0.026 -0.016 -0.118 -1.088
N 1.393526 1.314248 0.593720 0.075 0.133 -0.052 -0.024
C 1.508571 2.702146 0.441447 0.037 -0.122 0.001 -0.348
C 1.283373 3.415027 -0.735014 0.111 -0.029 0.002 -0.051
C 1.367019 4.792807 -0.714877 0.007 0.015 -0.043 -0.071
C 1.685865 5.477425 0.459668 -0.007 0.001 0.020 -0.077
C 1.954963 4.786144 1.624462 -0.001 0.006 -0.014 -0.077
C 1.877147 3.399449 1.595684 -0.033 -0.018 0.001 -0.483
S 2.168970 2.268938 2.874028 0.011 -0.002 0.079 1.043
H 1.071904 2.890752 -1.655843 0.046 -0.021 -0.070 0.092
H 1.181545 5.350960 -1.623629 -0.001 -0.006 0.011 0.106
H 1.725467 6.558289 0.458130 -0.002 -0.005 -0.003 0.106
H 2.206836 5.311457 2.535742 0.004 -0.009 0.003 0.112
N -1.811265 -1.559992 -0.772373 -0.273 -0.200 0.127 -0.055
C -3.166280 -1.674889 -1.349514 -0.119 -0.085 0.179 -0.270
C -3.713239 -0.287933 -1.626855 -0.025 -0.077 0.042 -0.208
C -2.856571 0.440314 -2.658915 -0.019 0.125 -0.242 -0.202
C -2.458249 1.842015 -2.238196 0.028 0.044 0.084 -0.241
N -1.331711 1.785876 -1.282511 0.110 0.195 -0.036 -0.055
H -1.087626 -1.725910 -1.462177 -0.051 0.126 0.125 -0.053
H -1.676720 -2.231855 -0.025900 -0.045 -0.153 0.007 0.042
H -3.809419 -2.188881 -0.636270 0.032 -0.032 0.049 0.094
H -3.151571 -2.271766 -2.268906 -0.017 0.007 0.008 0.105
H -3.722179 0.264523 -0.682315 -0.044 0.005 0.023 0.071
H -4.757059 -0.339291 -1.945759 0.052 -0.036 -0.033 0.119
H -3.366410 0.488972 -3.623053 -0.043 -0.028 0.015 0.114
H -1.933302 -0.126494 -2.832878 -0.004 0.053 -0.093 0.079
H -3.272334 2.362413 -1.735467 -0.061 -0.045 -0.051 0.110
H -2.173240 2.434836 -3.111707 0.036 0.035 0.043 0.118
H -1.210252 2.710161 -0.867058 0.007 -0.011 -0.068 0.034
H -0.480161 1.573885 -1.794963 -0.012 -0.071 0.083 0.040
I -3.488601 -1.243489 2.762266 -0.025 -0.048 -0.133 0.582
C -1.493503 -0.495895 2.452858 0.021 0.009 0.057 -0.883
H -0.863885 -1.373216 2.559617 -0.081 0.051 0.006 -0.147
H -1.312064 0.173320 3.289650 -0.006 0.003 0.011 -0.070
F -1.165929 2.846409 1.535842 0.111 0.046 0.057 -0.317
As -2.766406 3.604342 1.583851 0.039 0.045 0.034 0.723
F -2.066888 5.039950 2.212414 -0.010 0.013 0.001 -0.227
F -3.005796 2.955480 3.155561 -0.012 -0.004 -0.009 -0.232
F -4.340924 4.275850 1.532643 -0.013 -0.007 -0.008 -0.222
F -3.365480 2.093570 0.880979 -0.066 -0.029 -0.037 -0.333
F -2.454506 4.152766 -0.051414 -0.013 0.023 -0.018 -0.258


2.
18
Properties=species:S:1:pos:R:3:forces:R:3:nbo_charge:R:1 method="wB97M-V/def2-TZVPD" homo_ev=-13.57 charge=+1 lumo_ev=-4.50 homo_lumo_gap_ha=0.33358 de_lowest_ev=2.292 energy_ha=-252.14690 molar_mass_g_mol=86.16
C 2.631624 0.501915 -0.846257 -2.286 -2.371 -0.028 -0.382
C 2.867135 -0.538591 -0.028753 1.498 1.357 -0.375 -0.402
C -1.339107 1.240497 0.988675 0.118 0.486 -1.619 -0.704
C -2.154563 -0.397296 -0.862036 1.505 2.851 0.447 -0.681
C -1.304731 -0.092242 0.349076 1.511 0.389 -2.452 0.522
N -0.437610 -0.996543 0.675840 0.170 0.285 1.315 -0.650
H 3.412516 1.208477 -1.000025 0.021 0.706 -0.560 0.224
H 1.603983 0.428524 -1.420045 2.288 0.947 1.043 0.184
H 2.098784 -1.260244 0.126898 -0.091 -0.735 0.120 0.157
H -0.349642 1.593481 1.316470 -0.609 -0.465 0.747 0.275
H -2.109961 0.904939 1.667400 -0.197 0.876 1.579 0.282
H -1.783152 2.092760 0.388477 0.354 -1.414 0.319 0.279
H -1.500195 -0.171762 -1.770011 -0.652 0.043 1.183 0.289
H -2.927657 0.386579 -0.807918 -0.438 -1.178 -0.620 0.263
H -2.326092 -1.424786 -0.919253 -1.276 -1.500 -0.153 0.247
H 3.888663 -0.673323 0.422336 -1.391 0.047 -0.214 0.225
H -0.611774 -1.937187 0.375295 0.313 -0.439 -0.337 0.426
H 0.341779 -0.865199 1.343829 -0.837 0.116 -0.398 0.447


3.
18
Properties=species:S:1:pos:R:3:forces:R:3:nbo_charge:R:1 method="wB97M-V/def2-TZVPD" homo_ev=-9.74 charge=0 lumo_ev=1.00 homo_lumo_gap_ha=0.39496 smiles="C=NCCCCO" de_lowest_ev=2.409 energy_ha=-327.04280 molar_mass_g_mol=101.15
C -1.997021 -1.800769 -1.178557 0.507 -0.830 1.037 -0.053
N -1.123604 -1.207353 -0.477103 0.281 0.201 -1.346 -0.398
C -0.125682 -0.453258 -1.262328 0.262 1.187 0.418 -0.268
C 1.175479 -0.262392 -0.465463 -0.575 -1.047 0.267 -0.396
C 0.961877 0.077878 1.006253 0.587 0.550 0.744 -0.445
C 0.107375 1.257865 1.312859 -1.275 2.192 -0.673 -0.069
O 0.921354 2.498884 1.280559 -1.139 -1.048 0.053 -0.734
H -2.572019 -2.537575 -0.622064 -0.673 0.261 -0.225 0.172
H -2.092509 -1.791556 -2.270289 0.161 0.226 0.081 0.148
H 0.127808 -0.981033 -2.183079 -0.218 0.093 -0.151 0.186
H -0.480279 0.560842 -1.509536 -0.357 -0.411 -0.045 0.197
H 1.618936 -1.270414 -0.511369 0.564 0.536 0.149 0.203
H 1.830900 0.494401 -0.911950 -0.167 -0.350 -0.186 0.217
H 0.577922 -0.737411 1.603009 0.106 -0.514 -0.163 0.227
H 1.924350 0.412022 1.421388 0.000 -0.625 0.041 0.225
H -0.779678 1.378174 0.650671 0.761 -0.115 -0.380 0.160
H -0.437824 1.336520 2.257441 0.634 -1.057 0.536 0.168
H 0.362615 3.025176 1.859557 0.542 0.750 -0.157 0.460